P | DFT (the ωB97M-V functional and the def2-TZVPD basis) results for one molecule with the formula C2H5N3O2.

```
! wB97M-V def2-TZVPD RIJCOSX def2/J DEFGRID3
* xyz 0 1
O 1.520 -0.748 1.240
O 1.395 -0.600 -1.014
N -1.025 0.909 0.565
N -1.483 -1.012 -0.626
N -0.663 -0.279 0.198
C 0.929 -0.384 0.253
C 0.105 1.654 0.514
H -1.324 -2.003 -0.469
H -2.454 -0.746 -0.495
H 0.587 1.776 -0.454
H 2.242 -1.065 -0.907
H 0.172 2.498 1.197
*
```

The calculation puts the HOMO-LUMO gap (spin up / spin down) at 8.5 / 8.5 eV. For the HOMO energy (spin up / spin down), the calculation gives -8.107 / -8.107 eV. Its SMILES is C=NN(N)C(=O)O. Its LUMO energy (spin up / spin down) is 0.43 / 0.43 eV.

Q | DFT (the ωB97M-V functional and the def2-TZVPD basis) results for C2H5N3O2 as an isolated structure.

```
! wB97M-V def2-TZVPD RIJCOSX def2/J DEFGRID3
* xyz 0 1
O -2.580 -0.366 0.092
O 2.129 0.673 0.568
N 2.066 -0.268 -0.509
N -0.907 1.186 -0.371
N -0.208 -0.749 0.454
C 0.872 -0.903 -0.468
C -1.423 -0.016 0.056
H -0.014 1.537 -0.075
H 0.862 0.790 0.726
H -0.042 -1.803 1.067
H 0.804 -2.101 -0.913
H -1.558 2.022 -0.627
*
```

The calculation puts the HOMO-LUMO gap at 10.0 eV. For the HOMO energy, the calculation gives -9.828 eV. Its LUMO energy is 0.13 eV.

Relative energies, unit kcal/mol: P 0.0; Q 29.7

P | DFT (the ωB97M-V functional and the def2-TZVPD basis) results for a 2-piece molecular cluster, C2H5N3 overall.

```
! wB97M-V def2-TZVPD RIJCOSX def2/J DEFGRID3
* xyz 0 1
N -1.289 1.472 0.825
N -0.984 0.267 0.751
N -1.373 -0.155 -0.471
C 2.660 -0.713 -0.232
C 1.491 -0.775 -0.505
H -1.625 -1.135 -0.477
H 0.437 -0.757 -0.953
H 3.630 -0.687 0.413
H -1.981 0.480 -0.933
H -0.966 2.002 1.582
*
```

The calculation puts the HOMO-LUMO gap at 10.8 eV. For the HOMO energy, the calculation gives -9.815 eV. Its SMILES is [H]/N=N/N.C#C. Its LUMO energy is 1.03 eV.

Q | DFT (the ωB97M-V functional and the def2-TZVPD basis) results for one molecule with the formula C2H5N3.

```
! wB97M-V def2-TZVPD RIJCOSX def2/J DEFGRID3
* xyz 0 1
N 0.041 0.529 -0.050
N -2.020 -0.624 0.134
N 0.975 -0.428 -0.096
C 2.264 -0.182 0.022
C -1.322 0.397 -0.138
H 2.505 0.910 0.429
H 0.403 1.394 0.384
H 2.945 -0.908 -0.013
H -1.470 1.523 -0.055
H -3.009 -0.548 0.033
*
```

The calculation puts the HOMO-LUMO gap at 9.9 eV. For the HOMO energy, the calculation gives -8.993 eV. Its SMILES is [H]/N=C/NN=C. Its LUMO energy is 0.92 eV.

R | DFT (the ωB97M-V functional and the def2-TZVPD basis) results for one molecule with the formula C2H5N3.

```
! wB97M-V def2-TZVPD RIJCOSX def2/J DEFGRID3
* xyz 0 1
N -2.405 0.055 -0.056
N 1.124 -0.676 -0.134
N -0.154 -0.590 0.103
C 1.853 0.325 0.040
C -1.017 0.429 -0.047
H -2.501 -0.906 0.503
H -0.831 -1.443 -0.224
H 1.651 1.216 0.784
H -0.709 1.409 -0.602
H 2.988 0.181 -0.366
*
```

The calculation puts the HOMO-LUMO gap at 9.0 eV. For the HOMO energy, the calculation gives -8.721 eV. Its SMILES is [H]/N=C\NN=C. Its LUMO energy is 0.28 eV.

Relative energies, unit kcal/mol: P 38.1; Q 0.0; R 27.5

P | DFT (the ωB97M-V functional and the def2-TZVPD basis) results for one molecule with the formula C3H10NO2P.

```
! wB97M-V def2-TZVPD RIJCOSX def2/J DEFGRID3
* xyz 0 1
P -1.285 0.231 -0.912
O -2.064 -0.813 -1.585
O -1.099 1.558 -1.835
N -1.947 0.757 0.525
C 0.408 -0.196 -0.383
C 1.100 0.998 0.259
C 0.308 -1.385 0.555
H 2.142 0.761 0.471
H -1.606 1.436 -2.636
H -0.188 -1.086 1.476
H 1.295 -1.775 0.801
H 0.954 -0.486 -1.289
H -1.838 1.731 0.759
H -0.281 -2.171 0.092
H 0.607 1.256 1.192
H -2.902 0.449 0.652
H 1.070 1.857 -0.405
*
```

The calculation puts the HOMO-LUMO gap at 11.1 eV. For the HOMO energy, the calculation gives -10.361 eV. Its SMILES is CC(C)[P@](N)(=O)O. Its LUMO energy is 0.79 eV.

Q | DFT (the ωB97M-V functional and the def2-TZVPD basis) results for a 2-piece molecular cluster, C3H10NO2P overall.

```
! wB97M-V def2-TZVPD RIJCOSX def2/J DEFGRID3
* xyz 0 1
P -1.336 0.830 -1.529
O -1.889 3.240 0.578
O -0.920 2.180 -1.951
N 0.401 0.460 -0.597
C 2.190 -1.140 -0.071
C 0.767 -0.767 -0.256
C -0.398 -1.705 -0.057
H -0.923 -1.241 0.786
H -2.601 2.713 0.408
H -1.967 1.080 -0.230
H 2.174 -2.162 -0.012
H -1.116 -1.718 -0.793
H -0.028 -2.729 0.169
H 1.214 1.143 -0.857
H 2.234 -0.798 0.968
H 2.928 -0.643 -0.557
H -1.123 2.879 0.062
*
```

The calculation puts the HOMO-LUMO gap at 8.2 eV. For the HOMO energy, the calculation gives -8.121 eV. Its LUMO energy is 0.09 eV.

Relative energies, unit kcal/mol: P 0.0; Q 104.5

P | DFT (the ωB97M-V functional and the def2-TZVPD basis) results for one molecule with the formula C4H8INS.

```
! wB97M-V def2-TZVPD RIJCOSX def2/J DEFGRID3
* xyz 0 1
I -0.133 -2.424 -1.573
S -0.604 2.662 -2.814
N -0.478 0.564 -1.295
C 0.186 1.502 -1.985
C -0.007 -0.485 -0.478
C 1.377 -0.303 0.058
C -1.356 -0.583 0.740
H -1.134 -1.415 1.397
H -1.321 0.359 1.274
H -1.486 0.622 -1.410
H 1.626 -1.086 0.769
H 1.467 0.669 0.541
H -2.270 -0.735 0.192
H 2.094 -0.350 -0.763
H 1.267 1.474 -1.950
*
```

The calculation puts the HOMO-LUMO gap at 8.5 eV. For the HOMO energy, the calculation gives -8.673 eV. Its SMILES is CC(C)(I)NC=S. Its LUMO energy is -0.13 eV.

Q | DFT (the ωB97M-V functional and the def2-TZVPD basis) results for C4H8INS as an isolated structure.

```
! wB97M-V def2-TZVPD RIJCOSX def2/J DEFGRID3
* xyz 0 1
I 4.481 -0.085 0.066
S 1.344 0.306 -0.514
N 2.465 -0.256 0.560
C -0.979 -1.079 -0.537
C 1.069 2.065 0.161
C -2.305 -1.608 -0.127
C -0.097 -0.485 0.233
H -2.651 -1.470 0.994
H -2.379 -2.655 -0.320
H 1.066 2.095 1.174
H -0.796 -0.993 -1.617
H -0.051 -0.003 1.251
H 1.793 2.717 -0.290
H 0.019 2.468 -0.186
H -2.979 -1.016 -0.850
*
```

The calculation puts the HOMO-LUMO gap at 8.0 eV. For the HOMO energy, the calculation gives -7.629 eV. Its LUMO energy is 0.33 eV.

Relative energies, unit kcal/mol: P 0.0; Q 75.1

P | DFT (the ωB97M-V functional and the def2-TZVPD basis) results for a 2-piece molecular cluster, C8H8N4O4 overall.

```
! wB97M-V def2-TZVPD RIJCOSX def2/J DEFGRID3
* xyz 0 1
O -3.962 -0.443 1.531
O 0.104 1.551 1.374
O -0.893 -0.428 -3.317
O 1.149 2.795 -0.943
N 2.546 1.101 -1.703
N -1.832 0.404 1.363
N -2.204 -1.333 2.760
N 0.326 1.102 -2.178
C 1.461 -0.844 -2.759
C -0.511 0.550 1.727
C 0.143 -0.127 -2.762
C -2.789 -0.516 1.827
C 1.347 1.763 -1.534
C -0.823 -1.428 2.962
C 0.030 -0.543 2.503
C 2.630 -0.222 -2.289
H 1.615 -1.739 -3.307
H 3.564 -0.686 -2.219
H -2.293 1.212 0.892
H 1.092 -0.736 2.611
H 3.263 1.491 -1.148
H -0.624 1.493 -2.010
H -0.532 -2.373 3.408
H -2.810 -2.043 3.211
*
```

The calculation puts the HOMO-LUMO gap at 9.8 eV. For the HOMO energy, the calculation gives -9.461 eV. Its SMILES is O=c1cc[nH]c(=O)[nH]1.O=c1cc[nH]c(=O)[nH]1. Its LUMO energy is 0.39 eV.

Q | DFT (the ωB97M-V functional and the def2-TZVPD basis) results for a 2-piece molecular cluster, C8H8N4O4 overall.

```
! wB97M-V def2-TZVPD RIJCOSX def2/J DEFGRID3
* xyz 0 1
O -3.846 1.287 -1.297
O -1.457 -0.353 2.386
O 3.143 2.517 -0.117
O 2.795 -1.941 -0.823
N -1.128 -1.226 0.358
N -2.496 0.644 0.534
N 1.419 -0.913 0.525
N 2.896 0.393 -0.626
C 2.379 -0.904 -0.433
C 1.108 1.424 0.642
C -1.123 -1.083 -0.976
C -2.858 0.713 -0.894
C -1.729 -0.248 1.248
C -1.927 -0.187 -1.559
C 2.491 1.559 0.004
C 0.849 0.191 1.091
H -0.348 -1.670 0.700
H -3.146 1.106 1.143
H -0.381 -1.656 -1.573
H 0.457 2.232 1.090
H -0.088 -0.030 1.687
H 3.636 0.288 -1.306
H 1.259 -1.848 0.782
H -1.904 -0.296 -2.590
*
```

The calculation puts the HOMO-LUMO gap at 9.7 eV. For the HOMO energy, the calculation gives -9.701 eV. Its SMILES is O=c1cc[nH]c(=O)[nH]1.O=c1cc[nH]c(=O)[nH]1. Its LUMO energy is 0.03 eV.

Relative energies, unit kcal/mol: P 0.0; Q 51.2

P | DFT (the ωB97M-V functional and the def2-TZVPD basis) results for C4H9NO as an isolated structure.

```
! wB97M-V def2-TZVPD RIJCOSX def2/J DEFGRID3
* xyz -1 2
O -1.771 0.161 -1.822
N 1.461 -0.501 1.933
C -0.917 -0.382 -1.041
C -0.861 -0.005 0.393
C 1.848 0.074 0.754
C 0.054 -0.707 1.421
H -1.561 0.687 0.824
H 0.016 -1.725 0.989
H -0.126 1.968 -2.256
H 2.129 -0.412 -0.203
H 1.939 1.184 0.791
H -0.157 2.554 -2.720
H -0.113 -1.090 -1.319
H -1.403 -1.002 -0.079
H -0.538 -0.802 2.333
*
```

The calculation puts the HOMO-LUMO gap (spin up / spin down) at 5.3 / 5.9 eV. For the HOMO energy (spin up / spin down), the calculation gives -1.234 / -1.878 eV. Its LUMO energy (spin up / spin down) is 4.08 / 4.04 eV.

Q | DFT (the ωB97M-V functional and the def2-TZVPD basis) results for a 2-piece molecular cluster, C4H9NO overall.

```
! wB97M-V def2-TZVPD RIJCOSX def2/J DEFGRID3
* xyz -1 2
O 2.681 -1.412 -0.372
N -0.303 0.658 0.191
C 1.082 0.416 0.103
C 1.769 -0.623 -0.766
C -1.192 0.189 -0.818
C -0.843 0.439 1.556
H -1.431 -0.889 -0.765
H 1.766 -0.424 -1.866
H -0.781 0.384 -1.799
H -0.024 0.140 2.192
H -2.193 0.626 -0.695
H 1.721 1.095 0.666
H -1.259 1.386 1.897
H 0.585 -1.617 -1.036
H -1.578 -0.368 1.513
*
```

The calculation puts the HOMO-LUMO gap (spin up / spin down) at 5.6 / 5.9 eV. For the HOMO energy (spin up / spin down), the calculation gives -1.517 / -1.846 eV. Its LUMO energy (spin up / spin down) is 4.06 / 4.03 eV.

Relative energies, unit kcal/mol: P 70.2; Q 0.0

P | DFT (the ωB97M-V functional and the def2-TZVPD basis) results for a 2-piece molecular cluster, CH6P2S overall.

```
! wB97M-V def2-TZVPD RIJCOSX def2/J DEFGRID3
* xyz 0 1
S -2.398 -1.410 0.255
P 1.067 -1.983 -0.187
P -1.943 0.484 -0.450
C 1.568 -0.807 1.163
H -3.239 0.892 -1.055
H 1.126 -0.919 -1.210
H 1.143 -1.387 2.085
H 2.656 -0.779 1.177
H -2.391 1.335 0.759
H 1.037 0.128 0.970
*
```

The calculation puts the HOMO-LUMO gap (spin up / spin down) at 8.3 / 6.1 eV. For the HOMO energy (spin up / spin down), the calculation gives -9.283 / -8.332 eV. Its LUMO energy (spin up / spin down) is -1.00 / -2.22 eV.

Q | DFT (the ωB97M-V functional and the def2-TZVPD basis) results for a 2-piece molecular cluster, CH6P2S overall.

```
! wB97M-V def2-TZVPD RIJCOSX def2/J DEFGRID3
* xyz 0 1
S 1.449 -0.522 0.853
P 0.276 -1.623 -0.487
P 2.888 0.487 -0.492
C -1.969 -0.238 -0.087
H 2.384 1.728 -0.591
H 3.929 0.953 0.483
H -1.819 -0.307 0.930
H -2.569 -0.959 -0.508
H -1.755 0.655 -0.569
H -0.118 -2.273 0.622
*
```

The calculation puts the HOMO-LUMO gap at 7.8 eV. For the HOMO energy, the calculation gives -7.973 eV. Its LUMO energy is -0.19 eV.

Relative energies, unit kcal/mol: P 7.5; Q 0.0